{
  "formula": "H4Si4",
  "method": "ωB97M-V with the def2-TZVPD basis set",
  "symbols": ["H", "H", "Si", "Si", "Si", "H", "Si", "H"],
  "xyz": [[-0.93, -1.56, 2.18], [0.21, -1.91, -1.75], [-0.74, -0.81, -1.30], [-0.18, -1.06, 1.00], [0.95, 0.79, -0.90], [1.06, 2.08, -1.61], [1.45, 0.56, 1.37], [-0.18, 1.58, 1.08]],
  "lumo_energy_ev": [-1.5449, -1.5444],
  "e_above_lowest_ev": 1.505,
  "homo_energy_ha": [-0.2600, -0.2600],
  "energy_ev": -31569.370
}

---

{
  "formula": "C3H5F2N",
  "method": "ωB97M-V with the def2-TZVPD basis set",
  "symbols": ["C", "H", "H", "C", "N", "C", "H", "H", "F", "F", "H"],
  "xyz": [[0.37, -0.59, 0.25], [0.12, -0.87, 1.24], [-0.30, 1.20, -0.79], [-1.91, 0.15, -0.61], [1.66, 0.61, 0.80], [-0.61, 0.27, -0.48], [-2.65, 0.77, -1.03], [-2.29, -0.78, -0.30], [2.44, 0.87, -0.31], [2.44, -0.19, 1.60], [0.73, -1.43, -0.37]],
  "lumo_energy_ev": 0.9542,
  "e_above_lowest_ev": 5.023,
  "homo_energy_ha": -0.3766,
  "energy_ev": -10111.310
}

---

{
  "formula": "C13H10NOP",
  "method": "ωB97M-V with the def2-TZVPD basis set",
  "symbols": ["C", "H", "C", "H", "P", "C", "C", "C", "C", "C", "H", "C", "C", "H", "C", "H", "H", "N", "H", "C", "H", "C", "O", "C", "H", "H"],
  "xyz": [[-1.90, -1.61, -1.73], [-0.63, -2.52, 1.06], [0.66, 1.99, 2.58], [1.00, -1.73, 2.04], [-1.42, -1.23, 0.93], [-0.21, -0.15, 1.81], [-0.34, 1.22, 1.92], [2.00, 0.02, 2.82], [-0.30, 0.22, -1.42], [1.00, -0.73, 2.29], [0.22, 1.33, -3.05], [-0.32, 0.47, -2.77], [-1.02, -0.85, -0.92], [-1.23, 1.58, 1.47], [-1.01, -0.43, -3.57], [-2.43, -2.10, -3.68], [3.00, -0.45, 3.20], [-2.67, -2.48, -0.97], [-0.92, -0.07, -4.58], [-1.85, -1.47, -3.10], [0.27, 0.82, -0.82], [-3.44, -3.40, -1.03], [-4.22, -4.26, -0.90], [1.77, 1.38, 3.12], [0.36, 3.03, 2.64], [2.58, 1.85, 3.55]],
  "smiles": "O=C=Nc1ccccc1Pc1ccccc1",
  "lumo_energy_ev": 0.6813,
  "homo_energy_ha": -0.3102,
  "energy_ev": -26467.832
}